# ClH2NOS2

2 unconnected molecules or ions with the total composition ClH2NOS2 at a distorted geometry (wB97M-V/def2-TZVPD, OMol25).

Geometry as XYZ:
```
7
Properties=species:S:1:pos:R:3
Cl -3.62545 2.63826 -0.50819
S -1.70446 3.10849 0.01153
S 0.85905 1.74940 -0.39064
O 1.69087 1.88506 0.78403
N 0.12526 0.27024 -0.10326
H -0.13044 0.21780 0.82763
H -0.38966 -0.26521 -0.75047
```

For the lowest unoccupied orbital energy (spin up / spin down), the calculation gives -0.0952 / -0.0952 Eh. Its total charge is 0. The energy is -37760.245 eV. The HOMO-LUMO gap (spin up / spin down) comes out at 5.84 / 5.84 eV.

---

# ClH2NS2

ClH2NS2 in the gas phase at a distorted geometry (wB97M-V/def2-TZVPD, OMol25).

Geometry as XYZ:
```
6
Properties=species:S:1:pos:R:3
Cl 2.74587 0.19632 -0.39568
S -1.09798 1.59740 0.28203
S 0.70211 -0.64871 0.05020
N 0.05715 0.52680 0.85450
H 1.03511 -1.31173 1.14521
H -1.10808 1.34739 -0.98457
```

For the lowest unoccupied orbital energy, the calculation gives -0.0356 Eh. Its total charge is 0. The energy is -35712.900 eV. The HOMO-LUMO gap comes out at 7.59 eV.

---

# ClH2O2PS

2 unconnected molecules or ions with the total composition ClH2O2PS at a distorted geometry (wB97M-V/def2-TZVPD, OMol25).

Geometry as XYZ:
```
7
Properties=species:S:1:pos:R:3
Cl -0.96429 -1.56688 -0.93769
S 2.28236 -0.96895 -0.03055
P 0.44436 -0.47673 0.02829
O -0.18023 -0.41646 1.45267
O -0.22449 1.72351 -0.55238
H -1.10489 -0.17978 1.57710
H -0.25283 1.88529 -1.53746
```

For the lowest unoccupied orbital energy, the calculation gives -0.0543 Eh. Its total charge is 0. The energy is -36773.664 eV. The HOMO-LUMO gap comes out at 8.61 eV.

---

# ClH30NO16Si2

A molecular structure, ClH30NO16Si2 at a distorted geometry (wB97M-V/def2-TZVPD, OMol25).

Geometry as XYZ:
```
50
Properties=species:S:1:pos:R:3
Cl 3.25126 1.76704 0.10019
Si -0.83338 0.15168 -0.59869
Si 1.99501 0.26747 -0.54516
O 2.72975 4.99616 1.48499
O 6.22565 0.28767 0.98229
O 2.11370 -0.57555 4.19810
O 0.88262 -2.22913 -3.21686
O -0.47121 0.62738 4.19377
O -2.52730 1.46494 2.27944
O -1.69332 -3.52864 0.28450
O 1.67455 -2.33833 1.19827
O -6.45655 0.12825 -1.64085
O -3.50345 0.68698 -2.24222
O 2.52304 0.32379 -4.32087
O -1.63505 4.03787 3.31559
O 0.76757 -2.81425 -5.98809
O 0.60558 0.41733 0.26143
O -3.37787 -2.10715 2.31383
O 2.80591 -1.14925 -0.21775
N 2.03029 -2.33375 0.09351
H 3.01910 1.14855 -4.34684
H 6.00743 -0.22864 0.20055
H -0.81927 -3.12931 0.34296
H -1.77558 -0.46452 0.34664
H 3.06223 -0.29674 -4.82397
H -2.89842 -2.38778 1.52175
H -7.18208 -0.03990 -1.03184
H -1.43444 1.41633 -1.02515
H 0.25572 0.69440 4.81731
H 2.96064 4.26360 0.90428
H 1.40373 -2.86447 -3.71971
H -1.60451 1.71446 2.17231
H 1.39184 -1.40978 -3.26390
H 0.01267 -2.23905 -5.82858
H -2.65072 1.50926 3.23352
H 1.83645 0.44680 -1.97968
H -2.26159 4.26260 2.62025
H -0.65187 -0.79326 -1.71698
H -1.75058 -4.10587 1.05482
H -1.12395 4.83914 3.46579
H 5.47386 0.88021 1.09121
H 2.33676 -1.09841 3.42002
H 0.54188 -3.33166 -6.76689
H 2.28547 -1.16534 4.93935
H 2.91709 4.66933 2.37017
H -3.77171 0.16835 -3.00786
H -2.70040 -1.91246 2.96821
H -4.26293 1.25329 -2.06031
H -5.68720 -0.25986 -1.20617
H -0.03642 0.38022 3.37335
```

For the lowest unoccupied orbital energy, the calculation gives -0.0399 Eh. Its total charge is 0. The energy is -63016.102 eV. The HOMO-LUMO gap comes out at 9.42 eV.

---

# ClH3N2

2 unconnected molecules or ions with the total composition ClH3N2 at a distorted geometry (wB97M-V/def2-TZVPD, OMol25).

Geometry as XYZ:
```
6
Properties=species:S:1:pos:R:3
Cl 1.38120 -0.04003 -1.44486
N -0.19686 0.08920 1.12031
N 0.15342 -0.83021 -0.59897
H -0.99473 0.55773 0.78876
H 0.52694 0.73136 1.03502
H -0.86997 -0.50804 -0.90026
```

For the lowest unoccupied orbital energy (spin up / spin down), the calculation gives -0.0119 / -0.0119 Eh. Its total charge is 0. The energy is -15547.174 eV. The HOMO-LUMO gap (spin up / spin down) comes out at 9.71 / 9.71 eV.

---

# ClH3N2O2S

2 unconnected molecules or ions with the total composition ClH3N2O2S at a distorted geometry (wB97M-V/def2-TZVPD, OMol25).

Geometry as XYZ:
```
9
Properties=species:S:1:pos:R:3
Cl -2.55799 1.52429 -0.16366
S 1.60316 0.11715 0.56727
O 1.70744 1.37604 1.23243
O 2.26869 -0.07524 -0.69077
N 0.04809 -0.31129 0.57144
N -0.35348 -1.08980 -0.38797
H -0.16632 -0.76449 -1.28803
H -1.44111 1.01601 0.37320
H -1.10848 -1.79265 -0.21390
```

For the lowest unoccupied orbital energy (spin up / spin down), the calculation gives -0.0735 / -0.0743 Eh. Its total charge is 0. The energy is -30478.332 eV. As for the SMILES: NN=S(=O)=O.Cl. The HOMO-LUMO gap (spin up / spin down) comes out at 7.98 / 8.11 eV.

---

# ClH3NO2P

ClH3NO2P in the gas phase at a distorted geometry (wB97M-V/def2-TZVPD, OMol25).

Geometry as XYZ:
```
8
Properties=species:S:1:pos:R:3
Cl 2.32891 -0.90239 0.09618
P 0.79289 1.13173 0.18660
O -0.00871 0.65211 -1.15154
O -0.29894 0.68401 1.24757
N -0.76952 -0.57530 -1.23752
H -1.67488 -0.43266 -0.57966
H -0.22332 -1.24449 -0.79550
H -0.14643 0.68699 2.23386
```

For the lowest unoccupied orbital energy, the calculation gives -0.0141 Eh. Its total charge is 0. The energy is -27444.152 eV. As for the SMILES: NOP(O)Cl. The HOMO-LUMO gap comes out at 9.77 eV.

---

# ClH3NO2P

A molecular structure, ClH3NO2P at a distorted geometry (wB97M-V/def2-TZVPD, OMol25).

Geometry as XYZ:
```
8
Properties=species:S:1:pos:R:3
Cl -1.08284 -1.28244 1.51120
P -0.30981 -0.22318 -0.18682
O -0.71780 1.38276 -0.14990
O 1.85713 -0.04638 0.64094
N -0.74485 -0.80163 -1.57446
H 1.99794 0.84143 0.96835
H -0.23646 1.99321 0.45476
H -0.76332 -1.86377 -1.66408
```

For the lowest unoccupied orbital energy, the calculation gives -0.0565 Eh. Its total charge is 0. The energy is -27443.806 eV. The HOMO-LUMO gap comes out at 9.01 eV.

---

# ClH3OSi

2 unconnected molecules or ions with the total composition ClH3OSi at a distorted geometry (wB97M-V/def2-TZVPD, OMol25).

Geometry as XYZ:
```
6
Properties=species:S:1:pos:R:3
Cl -2.28721 -0.31616 -0.57625
Si 1.28977 0.14545 -0.05009
O 0.46826 1.35396 0.15277
H 1.47160 -0.80332 1.22304
H -3.32059 -0.17413 0.12595
H 2.37817 -0.20579 -0.87543
```

For the lowest unoccupied orbital energy, the calculation gives -0.0234 Eh. Its total charge is 0. The energy is -22494.976 eV. As for the SMILES: O=[SiH2].Cl. The HOMO-LUMO gap comes out at 9.98 eV.

---

# ClH4N2OP

2 unconnected molecules or ions with the total composition ClH4N2OP at a distorted geometry (wB97M-V/def2-TZVPD, OMol25).

Geometry as XYZ:
```
9
Properties=species:S:1:pos:R:3
Cl 2.34046 3.28457 -0.07040
P -0.76913 -1.37820 0.18894
O -0.60788 -1.63095 1.60528
N -1.51289 -2.22970 -0.88099
N 0.11563 -0.10797 -0.34781
H 0.76250 0.48298 0.15059
H 1.69044 4.10752 0.74702
H -0.32309 0.53037 -1.00092
H -1.69604 -3.05863 -0.39171
```

For the lowest unoccupied orbital energy, the calculation gives 0.0075 Eh. Its total charge is 0. The energy is -26904.390 eV. The HOMO-LUMO gap comes out at 10.46 eV.

---

# ClH4N2P

2 unconnected molecules or ions with the total composition ClH4N2P at a distorted geometry (wB97M-V/def2-TZVPD, OMol25).

Geometry as XYZ:
```
8
Properties=species:S:1:pos:R:3
Cl -2.70151 0.28830 1.59032
P -0.66090 0.25706 1.50701
N 0.78299 -0.54793 -2.50294
N -0.35594 0.76216 2.94312
H 1.23509 -1.18200 -1.89485
H -0.20420 -0.46052 -2.32013
H 0.55743 0.63604 3.39196
H 1.34703 0.24688 -2.71450
```

For the lowest unoccupied orbital energy (spin up / spin down), the calculation gives 0.0354 / -0.1156 Eh. Its spin multiplicity is 3. Its total charge is 0. The energy is -24853.536 eV. As for the expectation value of S²: 2.01. The HOMO-LUMO gap (spin up / spin down) comes out at 8.12 / 6.52 eV.

---

# ClH5OSi2

2 unconnected molecules or ions with the total composition ClH5OSi2 at a distorted geometry (wB97M-V/def2-TZVPD, OMol25).

Geometry as XYZ:
```
9
Properties=species:S:1:pos:R:3
Cl -0.51679 -0.81429 -2.13631
Si -0.89234 -0.80362 2.52954
Si 0.65062 0.79407 -1.94301
O -1.75824 0.33750 2.07779
H 2.10466 0.24476 -2.22514
H -0.78695 -2.10665 1.80767
H 0.73429 1.34568 -0.62634
H 0.05226 1.81343 -2.79437
H 0.41249 -0.81089 3.31017
```

For the lowest unoccupied orbital energy, the calculation gives -0.0286 Eh. Its total charge is 0. The energy is -30405.691 eV. As for the SMILES: O=[SiH2].[SiH3]Cl. The HOMO-LUMO gap comes out at 10.01 eV.

---

What did we get for energy above the lowest of the compared OMol25 structures with the same formula, charge and spin? Answer: 35.5, 8.3, 66.0, 5.7, 48.7, 34.2, 62.1, 70.1, 81.5, 45.7, 0.5, 75.4 kcal/mol, in the order shown.